Record 1
# C7H19NOP

A cluster of 2 separate species, C7H19NOP in total at a distorted geometry (ωB97M-V/def2-TZVPD, the OMol25 dataset).

Summary:
Total charge: +1
Kohn-Sham gap (spin up / spin down): 0.1839 / 0.3775 hartree
Energy: -20381.9141 eV
Energy above the lowest of the compared OMol25 structures with the same formula, charge and spin: 5.052 eV
Strongest force on any atom: 5.2 eV Å⁻¹

CARTESIAN COORDINATES (ANGSTROEM)
C  2.7148  -1.2588  -2.9966
C  0.4114  1.4236  2.0179
C  0.4175  -0.9499  2.5061
C  -4.3162  2.0479  1.7963
C  1.4853  -0.3882  -2.7584
C  1.0519  -0.5744  -1.3063
C  -0.2123  0.3382  -1.2163
N  0.2438  0.0618  1.4452
O  -1.3274  -1.5895  0.2300
P  -1.1342  0.0069  0.3811
H  2.4596  -2.3290  -2.7438
H  3.6208  -0.7921  -2.4442
H  2.8622  -1.3847  -3.9652
H  0.4314  2.0760  1.2320
H  -0.4589  1.8525  2.6936
H  1.3614  1.3349  2.4782
H  1.5642  -0.9162  2.5386
H  0.0544  -0.7985  3.4935
H  0.1996  -2.0243  2.2296
H  -4.2826  1.1441  1.1158
H  -4.2959  3.0944  1.3547
H  -4.3969  2.0900  2.8525
H  0.6745  -0.5581  -3.3280
H  1.6654  0.6137  -2.7432
H  0.8386  -1.5735  -1.2839
H  1.6497  -0.3040  -0.5472
H  -1.1065  0.0285  -1.9032
H  -0.0011  1.3268  -1.1733
H  -2.1746  -1.9978  0.0444

Löwdin population analysis, charges in e, atoms 1 to 4:
1. C -0.060
2. C -0.088
3. C -0.083
4. C 0.066

Record 2
# C28H47BrNP3Re

A structure of composition C28H47BrNP3Re at a distorted geometry (ωB97M-V/def2-TZVPD, the OMol25 dataset).

Summary:
Expectation value of S²: 3.830
Total charge: +4
Kohn-Sham gap (spin up / spin down): 0.2020 / 0.1635 hartree
Energy: -131280.9483 eV
Energy above the lowest of the compared OMol25 structures with the same formula, charge and spin: 0.000 eV
Strongest force on any atom: 6.1 eV Å⁻¹
2S+1: 4

CARTESIAN COORDINATES (ANGSTROEM)
C  -0.6354  4.0574  -2.9980
C  -0.6592  2.6779  -3.2641
C  -0.8383  2.2433  -4.5874
C  -1.0239  3.2070  -5.5902
N  -0.9998  4.5068  -5.3214
C  -0.8106  4.9376  -4.0803
C  -0.4629  1.6971  -2.2020
C  -0.6056  1.5798  -0.8155
C  -0.7762  2.1470  0.4806
C  0.3648  2.7480  1.0547
C  0.7109  2.3899  2.3428
C  -0.1925  1.6843  3.1332
C  -1.5810  1.6467  2.6860
C  -1.8390  1.7602  1.2969
Re  0.2397  0.0616  -1.5789
P  1.8708  -0.6439  -0.1426
H  -0.8285  1.1858  -4.8473
H  -0.4885  4.4794  -2.0059
H  -1.1944  2.8911  -6.6199
H  -0.8065  6.0228  -3.9391
H  -2.8026  1.4653  0.8948
H  1.0467  3.3054  0.4214
H  -2.4105  1.8278  3.3726
H  1.6997  2.6500  2.7443
C  1.3598  -1.8434  1.1582
C  2.0016  -3.2246  1.0746
H  0.2590  -1.9050  1.1236
H  1.5796  -1.3383  2.1127
H  1.6018  -3.8254  1.9049
H  1.7480  -3.7346  0.1315
H  3.0962  -3.1748  1.1864
C  2.6710  -1.3873  -1.6663
C  2.2879  -0.7448  -3.0016
H  2.4676  -2.4589  -1.6488
H  3.7355  -1.2656  -1.4717
H  2.1005  -1.5147  -3.7506
H  1.3677  -0.0231  -3.0141
H  3.1173  -0.1290  -3.3546
C  3.1807  0.2657  0.7056
C  4.4156  -0.5749  1.0561
H  2.7095  0.6818  1.6090
H  3.4424  1.1135  0.0548
H  5.1745  0.1004  1.4704
H  4.1977  -1.3403  1.8149
H  4.8539  -1.0632  0.1750
Br  -1.3568  -0.6563  3.1054
P  -1.2952  -1.4616  -1.6548
C  -0.5856  -2.9540  -2.4975
C  -1.2652  -4.3126  -2.2681
H  0.4629  -3.0379  -2.1658
H  -0.5292  -2.7296  -3.5726
H  -0.5536  -5.0938  -2.5727
H  -1.5155  -4.4848  -1.2141
H  -2.1707  -4.4262  -2.8803
C  -2.1363  -2.1128  -0.1340
C  -3.4901  -2.8414  -0.2164
H  -2.2655  -1.2345  0.5158
H  -1.4025  -2.7482  0.3836
H  -3.6873  -3.2764  0.7763
H  -4.3033  -2.1387  -0.4340
H  -3.5110  -3.6605  -0.9485
C  -2.7640  -0.8432  -2.6272
C  -2.7148  -1.0613  -4.1445
H  -2.8028  0.2416  -2.4162
H  -3.6593  -1.2945  -2.1668
H  -2.4641  -0.1207  -4.6551
H  -1.9946  -1.8311  -4.4573
H  -3.7320  -1.3429  -4.4520
C  1.6740  2.5626  5.2614
P  0.2447  1.5215  4.9106
C  0.6755  -0.0950  5.5579
C  -1.1397  2.2044  5.8024
H  2.6005  2.0533  4.9610
H  1.7082  2.7621  6.3413
H  1.5965  3.5167  4.7269
H  0.4487  -0.1195  6.6351
H  0.0867  -0.8708  5.0481
H  1.7457  -0.2937  5.4044
H  -0.7638  2.6925  6.7131
H  -1.6452  2.9442  5.1695
H  -1.8404  1.4014  6.0603

Löwdin population analysis, charges in e, atoms 1 to 4:
1. C 0.069
2. C -0.173
3. C 0.045
4. C 0.020

Record 3
# C37H81CuN2O17S6

A structure of composition C37H81CuN2O17S6 at a distorted geometry (ωB97M-V/def2-TZVPD, the OMol25 dataset).

Summary:
Expectation value of S²: 0.757
Total charge: +1
Kohn-Sham gap (spin up / spin down): 0.2702 / 0.1658 hartree
Energy: -187110.9803 eV
Energy above the lowest of the compared OMol25 structures with the same formula, charge and spin: 1.051 eV
Strongest force on any atom: 3.2 eV Å⁻¹
2S+1: 2

CARTESIAN COORDINATES (ANGSTROEM)
Cu  -3.1775  -2.2461  0.2010
C  0.1047  0.2831  -0.3895
C  -0.9493  -0.7533  -0.1846
O  -1.5073  -1.4004  -1.1136
O  -1.3743  -1.0493  0.9607
H  1.0649  -0.2354  -0.3060
H  0.0592  1.1760  0.2258
H  0.0741  0.6174  -1.4307
C  4.6992  -2.7840  -3.0654
C  3.2310  -3.1559  -2.8661
C  2.3618  -1.9320  -2.5256
O  2.7166  -3.6645  -4.1117
H  5.0674  -2.3743  -2.1198
H  4.9022  -2.1209  -3.9047
H  5.2693  -3.6993  -3.2329
H  3.1986  -3.9135  -2.0847
H  2.6746  -1.4153  -1.6106
H  1.3010  -2.1591  -2.3900
H  2.4400  -1.2027  -3.3364
H  2.9128  -2.9817  -4.7636
C  6.9652  2.6947  0.4367
C  5.6096  2.3568  1.0590
C  5.2893  0.8740  1.0640
O  4.9903  0.3335  -0.2121
C  4.0215  1.0527  -0.9344
N  5.6662  2.8722  2.4550
H  7.0241  3.7660  0.2332
H  7.1680  2.1916  -0.5106
H  7.7844  2.4367  1.1079
H  4.7969  2.9035  0.5777
H  4.3979  0.7354  1.7017
H  6.0603  0.2446  1.5043
H  3.6880  0.4449  -1.7752
H  4.4083  1.9879  -1.3444
H  3.1555  1.2534  -0.2872
H  5.8605  3.8656  2.3364
H  4.7305  2.8809  2.8594
C  -2.9375  2.3321  -1.0341
C  -3.2568  2.7829  0.3973
C  -4.6641  3.3176  0.4842
O  -4.6630  4.5400  -0.2348
C  -5.9493  5.1361  -0.2483
N  -2.9916  1.7456  1.4070
H  -1.9346  1.8948  -1.0635
H  -2.9481  3.1880  -1.7070
H  -3.5580  1.5123  -1.4096
H  -2.5135  3.5516  0.6120
H  -5.0394  3.4535  1.5037
H  -5.3839  2.6616  -0.0288
H  -5.9299  6.1193  -0.7144
H  -6.3333  5.2800  0.7642
H  -6.5885  4.4987  -0.8686
H  -2.0739  1.3587  1.2144
H  -3.6182  0.9502  1.3174
C  0.3505  4.3787  -1.1684
C  0.0855  5.0827  0.1832
C  1.4372  5.3140  0.8098
S  2.6326  5.6967  -0.5373
O  3.7965  4.8511  -0.4390
O  2.8190  7.1233  -0.6498
C  1.4684  5.1515  -1.8658
H  -0.5723  4.3605  -1.7474
H  0.7057  3.3519  -1.0401
H  -0.5461  4.4645  0.8182
H  -0.4188  6.0268  -0.0288
H  1.8017  4.3556  1.2014
H  1.4951  5.9614  1.6824
H  2.0175  4.5523  -2.5883
H  1.1094  6.0744  -2.3173
C  -1.0166  1.7874  -4.0701
C  -0.8022  2.6613  -5.3308
C  -0.7597  1.7203  -6.5220
S  0.0383  0.1687  -5.9574
O  1.4529  0.2340  -6.2489
O  -0.7824  -0.9782  -6.2874
C  -0.1737  0.5201  -4.1781
H  -2.0737  1.5097  -4.0466
H  -0.8327  2.3239  -3.1397
H  0.1515  3.1874  -5.3317
H  -1.6760  3.2971  -5.4557
H  -0.2404  2.0939  -7.3993
H  -1.7338  1.3154  -6.8066
H  0.8392  0.7230  -3.8290
H  -0.6838  -0.2751  -3.6405
C  1.4492  -4.0555  2.3679
C  1.5172  -4.6392  0.9579
C  0.3766  -5.6331  0.9331
S  -1.0453  -4.7443  1.6075
O  -1.9108  -5.6159  2.3706
O  -1.6245  -3.8552  0.6032
C  -0.0164  -3.7346  2.7149
H  2.0682  -3.1719  2.5184
H  1.7460  -4.7975  3.1106
H  2.4856  -5.0607  0.6999
H  1.3121  -3.8551  0.2211
H  0.4328  -6.4075  1.7048
H  0.1751  -6.1097  -0.0250
H  -0.2917  -4.0880  3.7117
H  -0.3362  -2.6949  2.7541
C  2.0909  -0.0803  3.6697
C  0.6142  0.2810  3.6020
C  0.0793  -0.0055  5.0019
S  1.3270  0.7321  6.0894
O  1.5619  -0.0392  7.2852
O  1.0085  2.1482  6.1057
C  2.7192  0.5510  4.9300
H  2.6888  0.1854  2.7948
H  2.2097  -1.1630  3.7588
H  0.0951  -0.2685  2.8163
H  0.5006  1.3514  3.4048
H  -0.0120  -1.0872  5.1269
H  -0.8682  0.4263  5.3190
H  3.4050  -0.1912  5.3348
H  3.2163  1.5152  4.8833
C  -5.8860  -1.3403  4.8884
C  -5.2671  -0.1635  4.1235
C  -3.7438  -0.3458  4.1599
S  -3.4655  -2.1606  3.9447
O  -2.5344  -2.5510  4.9863
O  -3.1167  -2.4876  2.5615
C  -5.1980  -2.5600  4.2684
H  -6.9568  -1.4310  4.7346
H  -5.6239  -1.2686  5.9431
H  -5.4988  0.8279  4.5156
H  -5.5835  -0.0963  3.0777
H  -3.3860  -0.1498  5.1703
H  -3.2064  0.2674  3.4398
H  -5.3206  -3.5172  4.7761
H  -5.6850  -2.7432  3.3060
C  -0.6071  -4.0803  -3.9877
C  -0.3426  -4.8273  -2.6755
C  -1.7068  -5.4357  -2.2610
S  -2.9656  -4.2194  -2.8180
O  -3.4018  -3.4211  -1.6832
O  -3.9386  -4.9236  -3.6060
C  -1.8563  -3.2626  -3.8483
H  -0.6841  -4.7848  -4.8190
H  0.2766  -3.4952  -4.2455
H  -0.0403  -4.1152  -1.9028
H  0.4494  -5.5569  -2.8272
H  -1.8611  -5.6025  -1.2002
H  -1.9429  -6.3011  -2.8775
H  -1.7255  -2.2831  -3.3897
H  -2.3455  -3.1052  -4.8097

Löwdin population analysis, charges in e, atoms 1 to 4:
1. Cu 0.777
2. C 0.033
3. C -0.626
4. O 0.047

Record 4
# C2H2OPr

A structure of composition C2H2OPr at a distorted geometry (ωB97M-V/def2-TZVPD, the OMol25 dataset).

Summary:
Expectation value of S²: 3.768
Kohn-Sham gap (spin up / spin down): 0.2445 / 0.2692 hartree
Energy: -18217.1504 eV
Energy above the lowest of the compared OMol25 structures with the same formula, charge and spin: 0.000 eV
Strongest force on any atom: 5.9 eV Å⁻¹
2S+1: 4

CARTESIAN COORDINATES (ANGSTROEM)
C  1.0060  -0.6791  0.1408
C  0.7645  0.5709  0.3590
H  1.8447  -1.3822  0.2345
H  1.2834  1.4497  0.7654
O  -3.4056  0.4237  -0.9693
Pr  -1.4931  -0.3831  -0.5304

Löwdin population analysis, charges in e, atoms 1 to 4:
1. C -0.277
2. C -0.261
3. H 0.029
4. H 0.031

Record 5
# H3O2

A cluster of 2 separate species, H3O2 in total at a distorted geometry (ωB97M-V/def2-TZVPD, the OMol25 dataset).

Summary:
Expectation value of S²: 0.755
Kohn-Sham gap (spin up / spin down): 0.4489 / 0.2923 hartree
Energy: -4140.5928 eV
Energy above the lowest of the compared OMol25 structures with the same formula, charge and spin: 0.367 eV
Strongest force on any atom: 2.8 eV Å⁻¹
2S+1: 2

CARTESIAN COORDINATES (ANGSTROEM)
O  -0.5741  0.8619  -0.5130
H  0.0573  1.2337  -1.1514
O  0.7245  -0.8870  0.6619
H  -0.1274  -1.2264  1.1144
H  -0.0802  0.0180  -0.1118

Löwdin population analysis, charges in e, atoms 1 to 4:
1. O -0.103
2. H 0.038
3. O 0.003
4. H 0.095

Record 6
# C13H15NSrTe

A structure of composition C13H15NSrTe at a distorted geometry (ωB97M-V/def2-TZVPD, the OMol25 dataset).

Summary:
Total charge: -2
Kohn-Sham gap (spin up / spin down): 0.1504 / 0.1478 hartree
Energy: -23336.1270 eV
Energy above the lowest of the compared OMol25 structures with the same formula, charge and spin: 0.713 eV
Strongest force on any atom: 5.9 eV Å⁻¹

CARTESIAN COORDINATES (ANGSTROEM)
C  2.0261  -0.2626  -1.2553
C  1.5189  1.0422  -1.4766
C  0.2500  0.9135  -2.0866
C  -0.0344  -0.4707  -2.2458
C  1.0853  -1.1994  -1.7782
Sr  0.1058  -0.2540  0.9774
N  -0.0151  -3.2572  0.3991
C  -0.5377  1.3797  2.3646
C  0.4057  2.1420  1.7607
H  -0.3697  1.7093  -2.4069
H  2.0206  1.9745  -1.2106
H  -0.9307  -0.8882  -2.6505
H  1.2248  -2.2897  -1.7958
H  2.9964  -0.5202  -0.7977
H  1.4562  1.8600  1.8540
H  -1.4780  1.9631  2.4220
H  0.7734  -3.9326  0.3646
H  0.2219  3.0882  1.2444
H  -0.3278  0.5906  3.1667
Te  -1.9119  -2.5834  0.2088
C  -3.9877  -1.4098  -0.0109
C  -4.9465  -1.9454  -0.8416
C  -6.1695  -1.2620  -1.0216
C  -6.4130  -0.0602  -0.3579
C  -5.4217  0.4575  0.4895
C  -4.1918  -0.2253  0.6756
H  -4.7664  -2.8783  -1.3653
H  -6.9254  -1.6558  -1.6880
H  -7.3498  0.4911  -0.4997
H  -5.5912  1.4035  1.0073
H  -3.4274  0.1934  1.3463

Löwdin population analysis, charges in e, atoms 1 to 4:
1. C -0.293
2. C -0.268
3. C -0.214
4. C -0.228

Record 7
# C39H42N4O2Zr

A structure of composition C39H42N4O2Zr (ωB97M-V/def2-TZVPD, the OMol25 dataset).

Summary:
Total charge: +2
Kohn-Sham gap: 0.2952 hartree
Energy: -52453.1624 eV
Energy above the lowest of the compared OMol25 structures with the same formula, charge and spin: 0.000 eV
Strongest force on any atom: 0.1 eV Å⁻¹

CARTESIAN COORDINATES (ANGSTROEM)
Zr  -0.0021  -0.1927  -0.3699
O  -1.1091  -1.7104  -0.6604
C  -1.4688  -2.9796  -0.1182
C  -0.4768  -3.2318  1.0434
C  0.9615  -3.0893  0.6266
C  1.7657  -4.2021  0.4673
C  3.0788  -4.0434  0.0558
C  3.5653  -2.7684  -0.1801
C  2.7241  -1.6859  -0.0073
C  3.1856  -0.2850  -0.2984
C  2.7320  0.2116  -1.6977
O  1.3191  0.0044  -1.7466
C  2.9759  1.7079  -1.8690
C  2.3416  2.3471  -2.9373
C  2.4785  3.7119  -3.1225
C  3.2581  4.4620  -2.2457
C  3.9066  3.8347  -1.1969
C  3.7668  2.4600  -1.0076
C  3.4234  -0.6008  -2.7816
C  2.7271  -1.5141  -3.5588
C  3.3978  -2.2738  -4.5112
C  4.7640  -2.1291  -4.6845
C  5.4637  -1.2107  -3.9105
C  4.7960  -0.4483  -2.9670
N  1.4407  -1.8436  0.3927
C  -1.2940  -4.0649  -1.1684
C  -1.9091  -5.2994  -0.9807
C  -1.6919  -6.3327  -1.8793
C  -0.8604  -6.1411  -2.9744
C  -0.2479  -4.9119  -3.1657
C  -0.4606  -3.8780  -2.2638
C  -2.9082  -2.8365  0.3565
C  -3.8626  -2.5052  -0.6072
C  -5.1764  -2.2647  -0.2462
C  -5.5607  -2.3598  1.0888
C  -4.6261  -2.7107  2.0470
C  -3.3019  -2.9488  1.6830
H  -0.6372  -4.2330  1.4417
H  -0.6859  -2.5280  1.8528
H  1.3540  -5.1843  0.6529
H  3.7172  -4.9058  -0.0824
H  4.5826  -2.6088  -0.5096
H  4.2707  -0.2350  -0.2239
H  2.7864  0.3928  0.4692
H  1.7523  1.7620  -3.6333
H  1.9921  4.1888  -3.9633
H  3.3758  5.5269  -2.3946
H  4.5364  4.4063  -0.5282
H  4.3029  1.9923  -0.1912
H  1.6587  -1.6249  -3.4359
H  2.8461  -2.9761  -5.1223
H  5.2835  -2.7194  -5.4271
H  6.5282  -1.0803  -4.0512
H  5.3482  0.2835  -2.3868
H  -2.5734  -5.4518  -0.1376
H  -2.1805  -7.2861  -1.7293
H  -0.6974  -6.9453  -3.6790
H  0.3964  -4.7546  -4.0211
H  0.0225  -2.9222  -2.4218
H  -3.5678  -2.4551  -1.6495
H  -5.9089  -2.0211  -1.0045
H  -6.5897  -2.1837  1.3717
H  -4.9240  -2.8177  3.0817
H  -2.6018  -3.2500  2.4521
C  0.5604  1.0001  2.4612
C  0.9416  2.2581  1.6655
N  0.5592  2.1388  0.2334
C  -0.4947  3.1085  -0.1929
C  -1.5488  2.4660  -1.0830
N  -1.9180  1.1058  -0.6203
C  -2.7060  0.9815  0.6378
C  -1.8638  1.1375  1.8979
N  -0.6107  0.3221  1.8481
H  0.3636  1.2587  3.5034
H  1.3776  0.2749  2.4520
H  2.0175  2.4139  1.7449
H  0.4738  3.1434  2.0945
H  1.3871  2.3288  -0.3333
H  -0.0380  3.9395  -0.7314
H  -0.9569  3.5331  0.6953
H  -1.1560  2.3488  -2.0958
H  -2.4250  3.1162  -1.1433
H  -2.4836  0.6742  -1.3489
H  -3.1497  -0.0171  0.6208
H  -3.5211  1.7096  0.6559
H  -2.4688  0.8383  2.7545
H  -1.5852  2.1739  2.0663
H  -0.7752  -0.5356  2.3678

Löwdin population analysis, charges in e, atoms 1 to 4:
1. Zr 1.858
2. O -0.330
3. C -0.411
4. C -0.047

Q: Among the records above, which one has the highest energy?
A: H3O2

Q: What is the strongest force on any atom in the second record?
A: 6.1 eV Å⁻¹

Copy entry 5 word for word.
# H3O2

A cluster of 2 separate species, H3O2 in total at a distorted geometry (ωB97M-V/def2-TZVPD, the OMol25 dataset).

Summary:
Expectation value of S²: 0.755
Kohn-Sham gap (spin up / spin down): 0.4489 / 0.2923 hartree
Energy: -4140.5928 eV
Energy above the lowest of the compared OMol25 structures with the same formula, charge and spin: 0.367 eV
Strongest force on any atom: 2.8 eV Å⁻¹
2S+1: 2

CARTESIAN COORDINATES (ANGSTROEM)
O  -0.5741  0.8619  -0.5130
H  0.0573  1.2337  -1.1514
O  0.7245  -0.8870  0.6619
H  -0.1274  -1.2264  1.1144
H  -0.0802  0.0180  -0.1118

Löwdin population analysis, charges in e, atoms 1 to 4:
1. O -0.103
2. H 0.038
3. O 0.003
4. H 0.095